Formula: C81H207N13O26
Source: the Open Molecules 2025 dataset
Level of theory: ωB97M-V with the def2-TZVPD basis set

The value obtained for the largest force on an atom is 3.33 eV Å⁻¹. The value obtained for the total energy is -5877.71048 Ha. The orbital gap comes out at 8.947 eV.

```
! RIJCOSX wB97M-V def2-TZVPD def2/J DEFGRID3
* xyz 0 1
H -2.20671 -0.20191 4.42484
C -0.51221 -7.44533 -0.90786
H 5.06974 -2.25636 7.54594
H -1.16916 9.54728 1.50406
H 2.32485 -1.68048 -5.78413
H 2.60492 6.66302 1.16182
C -0.19000 -1.59820 -1.06719
C -0.08835 0.48158 -4.63313
H -2.05366 -7.24064 -6.91207
C 2.91107 5.68947 0.77898
H 0.83253 -9.02766 -6.62385
H -0.05417 -2.24678 -0.20175
C -0.17138 7.64346 1.14527
H 6.58159 -2.08908 5.73873
O -1.10635 -0.27508 -5.31396
H -1.56326 0.49271 8.30018
H -6.82174 0.04400 -2.78950
H -8.13989 1.06043 3.14710
H 0.39825 -7.15380 -1.43148
H -0.37164 -7.05264 -4.11160
C -0.00550 6.78063 -1.12606
O 1.23806 4.93276 -5.76946
H -3.09136 0.81982 -0.43045
H 4.41965 1.59628 3.23547
H -0.06956 6.09021 -3.16420
H -2.98594 -2.79140 2.32421
C 2.36693 -1.12106 6.43406
N 3.15787 -3.83317 -1.48473
H 1.92094 -3.78124 -4.51975
H -0.16068 -2.07380 -4.84899
H 7.14217 1.62340 -2.96778
H -1.94296 2.84107 -0.27484
O -6.61262 -0.32316 -3.65151
H -2.51394 4.61454 -2.08611
H 2.60296 4.26423 -3.94318
H 3.91200 -8.42209 -4.84262
H 5.85181 1.74233 4.29727
C -2.86960 -7.86030 -7.28407
H -0.30082 6.29088 -6.11625
H -0.43808 -0.04437 4.40788
H 2.35699 6.30914 -3.19226
H -1.07531 3.09219 5.05950
H 4.23046 -8.59063 -6.32935
H 0.12811 -1.40237 -6.49856
H 1.43380 -2.13072 7.93229
C -0.64558 6.78630 -2.55447
O 2.96019 6.10211 -0.61710
C -4.62771 -4.11621 1.14026
O 8.60214 3.59418 0.92792
C -4.39027 -0.52272 -2.90761
C -2.56271 -4.06666 -2.59107
H -8.67522 -4.04426 -6.51819
H 4.04403 7.25668 5.15233
O -6.10479 1.43700 3.12144
H -0.27819 5.45657 5.41628
H 3.87272 5.05152 6.06825
C 9.28051 -2.07034 2.72010
H -7.66594 2.30554 4.20882
C -4.78532 1.48419 6.41141
N 3.82836 -7.90501 -5.70618
H -4.78248 -0.31459 -1.91214
C 7.23942 3.66417 1.16900
H 3.87271 5.36201 1.17410
C -1.99368 3.59663 4.75908
C -0.87250 -2.55186 3.46362
C -5.55566 0.19028 2.76440
H 5.72315 4.12617 4.61845
O -3.33833 -8.60922 -6.17310
C -2.82673 -7.55571 -1.17143
H -0.24991 6.62354 1.52169
H 2.45745 5.66086 3.40860
H 6.56883 -3.78486 5.45127
H 2.34527 -5.31325 -2.80369
C -1.32401 -0.17289 3.78602
H 0.14994 3.73629 -3.44674
N 3.49357 4.73888 -3.98349
H 1.64201 -4.47427 -0.11973
C -4.84782 -0.66799 -5.33754
H 10.31132 -1.81295 2.96355
C 3.03960 -1.87388 2.40887
H 6.11232 -2.80138 4.15448
H 2.57097 -0.89187 2.47313
H 2.48884 6.14999 -6.95732
O 6.49479 1.05656 -2.54212
H -1.46407 4.72426 1.47577
H -3.04223 -6.77942 -0.43724
H -3.97826 2.12264 -1.06988
C 0.80956 2.18619 2.58185
O -2.23532 4.82932 5.42324
H 2.19729 4.43019 -1.47902
H 7.01966 -0.07318 0.30782
N -2.67682 -3.74471 2.44968
H -5.91139 0.53374 8.01545
C 2.36306 -4.24341 -2.59577
H 3.35087 -0.74806 6.14977
C 1.44370 0.09009 6.79173
H -8.09378 -5.46165 -5.67273
C -8.30680 -4.39910 -5.55566
C 1.88074 -9.04042 -6.32521
C -1.25001 -3.73297 2.55407
H -6.48082 -4.64731 -3.38570
H -4.16775 3.38041 4.61303
H -1.28389 -5.93711 -5.20873
O -1.57099 -7.47781 -1.81153
H 0.06234 2.93581 2.32141
H -6.29793 -2.90012 -3.18665
H 5.32153 2.65438 -2.84237
H -6.48353 -2.35169 1.07015
N -3.88401 -8.80395 -3.00828
C -3.27804 8.57639 2.91285
H -5.25523 1.14750 -3.99822
H 1.76894 2.70357 2.58316
N -4.80508 1.40286 0.67996
H 9.31118 -2.83787 1.94677
H -2.97804 -8.39642 -0.49436
O -4.62661 -3.00422 0.27948
H -3.28931 1.91858 4.12979
H 1.50073 0.68453 5.87987
H -7.27869 0.66909 4.65980
H 4.09129 1.88901 -4.74122
H 1.88945 -9.60016 -5.38994
C -4.88667 -8.79355 -4.11196
H 2.90950 -5.56053 -0.22751
O 4.18137 2.83362 4.89829
H -2.98720 5.33884 2.25805
O -7.65578 -2.16585 -5.36293
C 2.75120 -3.48946 -3.87659
H -3.59168 0.91190 2.31139
H 4.36408 1.12820 -1.14422
H -5.12908 -3.83331 2.06584
C -6.95994 -3.68322 -3.55623
H -2.30490 -1.82548 -0.88977
H 0.20564 -2.53662 3.62328
C -4.40789 0.48116 1.73142
H -6.22254 3.47543 10.02132
H -2.24885 2.29518 1.43181
H 1.91157 -1.68142 5.61752
H 4.34529 -3.71954 1.15458
H 5.46435 -0.10268 1.20463
C -7.23067 -3.48649 -5.04808
H -6.02789 -1.58491 -0.30868
H 2.43692 -9.57532 -7.09505
H -4.29199 -1.60510 -2.99064
C 4.67030 4.03614 4.35107
H -3.59926 2.95894 6.81155
H -5.27684 -4.89158 0.73341
H 1.30365 -4.01898 -2.47174
C -5.24388 0.05791 -3.97035
H 1.40496 0.35443 -1.59043
C 3.84575 5.26598 4.99990
H -0.69828 8.61925 2.94437
H 6.91028 -2.11083 1.86961
C 3.03219 -3.20116 7.31700
H -2.76773 8.44267 3.86668
C -0.59149 1.80971 -4.00292
C -3.94220 -7.58605 -2.18395
H -1.38152 6.22843 4.17237
C -2.52547 4.94067 1.35452
H -1.95499 4.84839 -3.78307
H -2.75875 -3.48965 -3.49480
H 0.08199 5.18131 -7.44731
O -2.44994 8.05159 1.91474
C 4.18063 1.01042 -2.21219
H -2.51547 5.61847 0.50095
H 4.93097 0.38493 -4.66709
O 2.70043 -2.05534 -3.73485
C 2.72383 -4.48675 -0.25248
O 2.63969 -2.55172 1.18097
C -6.08865 2.44973 9.67766
C 3.07293 5.07177 -1.57761
H 9.28668 5.35535 1.85779
H -1.63676 7.73848 -0.35499
H 6.79913 4.43477 0.53622
C -5.94941 -2.57245 0.14598
H -6.47180 -3.31338 -0.45919
H 2.08197 6.96438 -5.51083
H 2.80658 -2.47294 3.28917
H 2.97503 -2.84268 -1.40990
N 2.38227 -1.93576 7.64509
C -3.17269 -4.58204 1.40416
H 2.12456 2.06487 0.29941
O -1.45694 -3.52367 -1.92652
H -7.06134 1.98033 9.53055
C -1.27182 5.84040 5.18504
C 2.26362 5.96528 -5.90695
H -1.37693 0.69804 3.13275
O -3.42974 3.87573 0.86386
H -7.90646 -3.72815 -3.01754
C 6.57924 2.37003 0.77609
H -4.09435 -0.44258 1.24513
H 0.60660 -1.86996 -1.75978
H 6.66114 -0.94996 3.19645
C -3.33425 2.72395 4.86291
H 0.99113 7.17890 -1.31632
H -4.92734 -7.41388 -1.75042
C -2.67469 2.72346 0.52443
H 0.83595 8.05706 1.19336
H -0.96271 -4.71597 2.92726
C 3.26645 -3.84747 1.06606
H 7.04541 3.88540 2.21853
H 2.50309 -5.77370 -5.12511
C 1.88617 -6.67023 -5.18647
N -1.53371 1.58656 -2.92485
H 3.02997 -4.46983 1.92911
H -5.12418 -7.63304 -5.93623
O -5.36083 2.52605 8.46211
N 4.54635 6.53501 4.65538
C 0.49754 2.70356 -3.41947
H 3.96725 4.48819 -1.35914
H 3.84179 4.52761 -5.87281
H -5.62794 2.10842 6.11406
H -0.82476 -3.58203 1.56186
H 0.31946 -0.22472 -3.90999
H -3.46217 -4.00839 -1.97814
H -1.59846 6.71380 5.74946
O -2.05827 6.61973 -2.56074
H 5.85110 1.81549 -5.08415
C -2.47201 5.29713 -2.93488
H 3.28020 1.53535 -2.53122
C -0.02479 5.26638 -6.36590
H -5.68587 -0.37417 -5.96956
C -4.26815 -7.89429 -5.31407
H -3.53409 5.43105 -3.14019
H 4.49872 0.64682 4.62581
H -1.22636 1.26336 6.81908
O 4.70007 -2.77604 5.61986
H 1.78071 -0.51612 -0.18808
H -9.14896 -4.38560 -4.86379
H 2.10357 4.99541 1.01207
H 7.90255 1.32371 1.73126
H -0.84293 4.59595 -6.10271
O 8.56065 -0.92599 2.31195
H 4.01548 -1.61989 -5.36616
C -0.73075 0.76067 7.64961
C -1.09387 8.54731 1.93125
C -3.64552 1.70542 -0.11946
N -3.51931 2.16201 6.19623
O -1.32291 -1.28798 2.89765
H -4.58506 -1.72549 -5.31015
C 4.76696 1.64075 4.26770
H -6.26168 -0.50530 2.31074
O 0.58139 -6.30730 -5.70082
H -4.87359 0.51422 5.92206
H -0.46026 7.78715 -2.94441
O 0.92349 1.20289 1.64258
H 0.34608 2.32680 -0.06816
H -1.92850 3.83978 3.69855
H 4.11437 6.44905 -2.81249
H -3.28859 -5.59696 1.78445
H 1.87084 -7.14229 -4.20411
C 1.12418 1.63449 0.25334
H -0.36472 -8.42019 -0.44311
C 2.48710 -7.69601 -6.16833
H 3.97148 -0.05011 -2.35226
H -1.01977 2.35634 -4.84308
H -3.92977 -0.25105 -5.75160
H -3.60750 -7.16071 -7.67670
H 1.71770 5.99556 5.01186
H 8.79433 5.46877 0.10350
C -0.58746 -1.51919 -5.68467
H -4.20877 8.01097 2.86662
H 5.13731 -3.97283 7.18418
H 4.11577 -1.70302 2.38099
H -0.16207 -5.21213 -4.14934
H -1.84394 -1.54380 -2.56592
H -7.18677 -1.55240 -4.79258
O 0.08701 -0.27981 7.22170
H 5.48936 2.35634 0.76836
H -2.33013 -5.10351 -2.83387
H -3.88035 -6.93617 -4.96809
H -6.31032 -3.72264 -5.58220
H 10.30390 4.76401 0.64424
H -2.94027 -8.83552 -3.36669
H 3.71649 -3.86255 -4.21881
C 9.24577 4.86064 0.88739
N 6.89276 1.31101 1.74792
H 2.99499 -0.29416 -4.88378
C -5.04728 1.18703 7.89451
H -2.52355 -4.61421 0.52912
C 1.12585 0.28131 -0.53931
H -1.06299 1.21200 -2.11354
H 4.50571 4.15025 3.27963
C 3.27116 5.77065 -2.94242
H -2.58835 -8.57022 -8.06189
H -0.20595 1.46785 8.29193
H 0.75005 0.68109 -5.30051
H -1.36292 -2.15166 -6.11681
H 8.87456 -2.46801 3.65024
H -3.74262 -6.67071 -2.74110
C 3.59944 5.40786 -5.27740
H 6.85003 2.05490 -0.23162
H 0.90215 2.40188 -2.45336
H -3.40481 -0.05711 -2.92112
H 2.47937 -3.73428 6.54352
C 6.01259 -2.87215 5.23760
H -5.87659 -8.45588 -3.80514
C 6.54864 -0.03091 1.28988
H -5.18680 -0.26714 3.68245
H 4.44990 6.08960 -5.28322
C -7.32467 1.35022 3.81007
H -3.51660 9.61856 2.70055
N -0.25079 -0.22409 -0.70007
H 0.61271 1.88807 3.61165
H -5.61583 1.80129 10.41527
C 4.57423 -3.05818 6.99855
H -4.20538 0.71225 8.39840
H 2.93927 -3.87316 8.17016
C 5.04434 1.44715 -4.45045
C 5.30397 1.57772 -3.01147
C 2.39212 5.34860 4.45087
H -5.07343 -9.79925 -4.48852
H 2.01940 0.65870 7.52203
H -2.02222 0.74751 -3.20318
H -1.22470 -2.68823 4.48609
C -0.34052 -6.13567 -4.70008
H 1.30414 2.89674 -4.12669
H -5.00982 2.28279 1.13152
C -1.57380 -2.08101 -1.65679
C 7.13538 -1.10618 2.22754
H 2.60949 -7.18951 -7.12571
N -0.63930 7.65337 -0.22108
H 1.90993 4.38388 4.29310
H 5.45549 6.55536 5.09487
H 0.03561 5.71471 -0.90192
H -0.52206 -0.31491 0.26857
C 3.01804 -1.37778 -4.99929
H -0.71263 -6.64968 -0.19033
*
```

Results of the Mulliken charge analysis, in e, for atoms 1 through 5:
1 H 0.680
2 C -0.489
3 H 0.426
4 H 0.512
5 H 0.321